10 unconnected molecules or ions with the total composition C30H56Br4O24 at a distorted geometry, computed with the ωB97M-V functional and the def2-TZVPD basis.

Summary:
**HOMO-LUMO gap**: 10.33 eV
**SMILES**: C[C@H]1COC(=O)O1.C[C@H]1COC(=O)O1.COC(=O)OC.COC(=O)OC.COC(=O)OC.COC(=O)OC.COC(=O)OC.COC(=O)OC.BrCCBr.BrCCBr
**HOMO level**: -10.432 eV

Structure (XYZ):
```
114
Properties=species:S:1:pos:R:3:mulliken_charge:R:1
C -21.698 -12.999 15.867 -0.6868
C -17.717 4.124 20.237 -0.5582
H -21.948 1.018 23.474 0.3457
O -7.944 -3.090 14.086 -0.5696
C -20.824 3.481 12.571 -0.6220
O -7.220 -4.142 15.986 -0.2717
C -13.266 -4.196 10.274 -1.4028
C -3.677 2.853 18.541 -0.6340
H -14.301 -4.190 10.616 0.3450
C -21.653 -1.684 22.754 -0.4161
C -10.047 2.844 8.353 -0.6383
O -13.169 2.848 9.875 -0.2957
C -19.822 -11.550 15.779 0.7885
O -21.655 1.352 10.914 -0.6241
C -8.032 -3.377 16.882 -0.6380
C -5.392 3.549 17.050 0.8280
H -23.006 0.023 24.245 0.4080
H -9.004 -3.079 16.487 0.3143
O -6.344 -4.773 14.100 -0.2925
C -14.358 -0.955 15.629 -0.4597
C -20.827 1.133 11.834 0.8190
H -19.543 -1.833 11.561 0.2079
H -13.536 -2.047 9.780 0.2887
H -17.193 3.168 20.206 0.3363
O -5.905 4.352 17.836 -0.5969
H -21.771 3.537 12.034 0.3332
H -9.188 1.367 21.854 0.3329
O -20.138 0.031 12.023 -0.2736
H -9.588 3.562 9.032 0.3394
H -7.488 -2.479 17.177 0.2821
O -18.247 -1.416 22.323 -0.5807
C -13.318 -2.955 7.083 0.6658
O -13.879 -3.007 5.993 -0.5773
O -11.465 4.314 10.217 -0.5945
H -3.583 3.896 18.843 0.3196
C -14.139 3.544 10.656 -0.6664
H -17.739 -9.981 16.361 0.2845
H -21.159 -13.767 16.422 0.3293
O -10.772 0.420 22.954 -0.2791
C -10.237 1.441 22.140 -0.6515
C -7.053 3.586 15.329 -0.6508
C -21.208 -1.016 24.027 0.4889
H -9.991 3.148 7.307 0.2496
H -17.737 -9.181 14.732 0.1981
O -19.152 -12.219 16.544 -0.5608
Br -16.491 -2.847 16.019 -0.1902
H -19.736 -0.692 10.152 0.2971
C -9.903 -0.507 23.511 0.7726
H -9.850 -3.290 24.125 0.2998
H -11.286 -1.924 9.174 0.3166
Br -16.245 5.387 20.364 -0.1537
H -9.484 1.914 8.423 0.2293
C -7.250 -3.882 14.702 0.7559
O -11.464 2.647 8.698 -0.2934
H -18.249 4.282 21.176 0.3574
C -21.953 0.301 24.296 -1.4176
H -17.972 3.953 18.094 0.3317
H -15.964 -0.504 17.044 0.4189
O -20.429 -2.011 22.187 -0.3271
O -5.808 3.143 15.869 -0.2897
H -8.223 -3.992 17.762 0.2407
C -11.791 -2.762 8.694 -0.3585
H -20.075 3.797 11.844 0.2920
H -5.643 -5.978 12.711 0.2345
H -2.675 2.482 18.327 0.2264
O -21.139 -11.732 15.580 -0.2962
H -13.756 -1.765 16.041 0.3770
H -7.307 -5.578 12.427 0.2935
H -14.592 4.368 10.105 0.3048
H -22.258 -2.556 23.004 0.3045
H -21.403 -1.697 24.855 0.2383
C -11.972 3.375 9.628 0.8315
C -17.956 -10.087 15.298 -0.5742
H -6.019 -4.364 12.115 0.2808
H -14.133 -1.107 14.574 0.3246
O -10.630 -1.286 24.337 -0.2947
Br -13.708 0.797 16.075 -0.1641
C -10.013 -2.474 24.828 -0.6498
O -4.307 2.843 17.338 -0.3126
H -21.758 0.734 25.277 0.3302
H -9.083 -2.242 25.347 0.2884
H -4.248 2.330 19.308 0.2692
O -19.289 -10.481 15.125 -0.3099
Br -20.018 3.005 19.006 -0.1585
H -17.356 -10.934 14.965 0.2812
H -12.623 -4.153 11.153 0.3888
C -19.404 -1.393 22.741 0.6836
H -20.692 3.927 13.557 0.1854
H -16.473 -0.361 15.523 0.4009
H -22.201 -1.002 22.104 0.2802
H -22.654 -12.913 16.383 0.2655
O -12.029 -2.571 7.360 -0.3160
H -10.798 1.426 21.205 0.2306
O -19.861 -0.732 23.833 -0.3389
C -6.362 -5.161 12.775 -0.6303
H -21.954 -13.532 14.951 0.2809
C -15.760 -0.970 16.079 -0.7063
H -21.155 -1.408 10.900 0.2966
H -10.352 2.426 22.592 0.2562
H -14.955 2.830 10.770 0.2274
O -8.746 -0.722 23.206 -0.5528
C -20.144 -1.052 11.096 -0.6092
H -13.802 3.916 11.623 0.3063
H -13.061 -5.190 9.877 0.3655
H -7.744 2.793 15.614 0.2766
C -13.141 -2.959 9.334 0.3366
C -18.510 4.303 18.975 -0.5240
O -13.970 -3.229 8.187 -0.3269
H -11.234 -3.678 8.893 0.2744
O -20.453 2.066 12.683 -0.3031
H -18.955 5.288 18.831 0.3702
H -10.783 -2.955 25.432 0.2476
H -7.490 4.435 15.855 0.3379
H -7.008 3.706 14.247 0.2265
```


A molecular structure, C30H56F3N12O2STi at a distorted geometry, computed with the ωB97M-V functional and the def2-TZVPD basis.

Summary:
**HOMO-LUMO gap (spin up / spin down)**: 7.00 / 7.21 eV
**Charge**: +1
**2S+1**: 3
**⟨S²⟩**: 2.01
**HOMO level (spin up / spin down)**: -8.697 / -10.254 eV
**Energy above the lowest of the compared OMol25 structures with the same formula, charge and spin**: 3.633 eV

Structure (XYZ):
```
105
Properties=species:S:1:pos:R:3:mulliken_charge:R:1
H 4.986 -3.597 1.638 0.2505
C -2.637 0.452 -2.302 -1.0325
H -0.458 1.627 3.799 0.5756
N 3.430 -0.538 0.544 -0.2881
H -3.147 -1.847 -3.317 0.2910
H -0.337 -2.879 -2.038 0.2901
H -4.311 -3.209 2.030 0.3487
C -2.389 0.330 4.610 -1.3899
H -2.898 -1.434 -0.642 0.2119
N -3.171 0.234 -3.565 0.7403
H -5.215 0.338 -2.288 0.3751
H -1.272 1.927 2.252 0.2253
H 1.254 0.244 -2.878 0.2632
C -0.698 3.848 -4.903 -0.6125
C -3.001 2.007 -0.381 -0.7541
H -2.645 -3.567 3.960 0.3483
C 4.681 0.726 3.612 -1.2196
C -1.415 4.788 -2.817 -0.6184
C 0.195 -2.456 -1.191 -1.0254
H -0.192 4.341 -1.107 0.5695
C -3.754 1.327 -4.322 -1.2089
C 4.256 2.017 1.582 -1.1281
H 3.315 2.450 1.936 0.2514
H 3.023 -0.878 -2.143 0.5075
H -5.388 1.066 -0.691 0.3561
S 0.514 1.713 -0.160 0.0748
C 6.495 -1.243 2.323 -1.2283
H 1.077 2.641 -4.821 0.3808
N -3.456 1.135 -1.451 0.9819
H -0.826 3.712 -5.970 0.4132
H -5.227 2.106 -2.111 0.3343
C 1.821 2.084 -1.180 -0.7124
C 4.646 -2.823 2.331 -1.0077
H 2.538 2.864 -2.884 0.3289
H 2.659 -2.594 -2.046 0.3585
H 0.740 -3.233 -0.666 0.7056
H 5.034 -3.062 3.325 0.3784
N -2.116 -0.608 1.102 0.7709
H 4.356 -2.063 -0.543 0.7879
C -4.895 1.166 -1.660 -1.2752
N -3.013 -1.800 2.929 0.6695
H -2.521 1.395 4.795 0.4992
N -1.828 0.164 3.275 0.3378
H -2.529 -2.652 0.674 0.6615
H 3.988 1.451 4.046 0.3939
H 7.131 -1.999 1.856 0.3875
H 5.695 1.010 3.909 0.2988
H -2.424 5.108 -4.686 0.4448
O 0.980 -1.620 3.607 -0.6048
C -0.832 1.159 2.892 -0.5143
C -0.342 4.193 -2.166 -0.1017
H -3.469 2.279 -3.876 0.3130
C -0.710 -0.569 -3.118 -1.1178
H 2.924 -2.586 0.339 0.1234
H 6.809 -0.266 1.965 0.3609
C 4.289 -0.469 1.512 0.5099
H 3.568 -2.851 2.396 0.2144
F 1.212 -4.262 1.819 -0.2646
H -3.363 1.303 -5.343 0.3411
N 5.112 -1.501 1.950 0.3558
H -4.846 1.265 -4.382 0.3479
H -3.122 3.054 -0.676 0.4254
H -2.935 -1.305 -4.994 0.2961
H 4.438 -0.247 4.032 0.3674
H 5.069 2.692 1.859 0.4478
H -1.727 -0.076 5.376 0.3737
H 1.192 -1.341 -3.647 0.5367
O 0.441 -1.428 1.446 0.1289
H -1.112 -1.547 -3.378 0.3240
C 0.771 -0.730 -2.841 -1.6695
H -4.526 -1.218 -4.225 0.4035
H 3.836 1.861 -1.428 0.2579
N 1.073 -1.342 -1.535 1.0901
H 4.217 1.949 0.499 0.4629
H -1.659 -2.203 4.488 0.4113
F 0.162 -4.107 3.701 -0.2881
H -3.589 1.824 0.519 0.2674
H -3.372 -2.308 4.963 0.3870
C -3.451 -1.101 -4.051 -1.1713
C -4.303 -2.168 2.363 -1.1018
F -0.907 -3.809 1.852 -0.1709
N 1.716 2.830 -2.303 -0.1093
C 0.373 3.246 -4.259 -0.3519
C 3.347 -1.761 -0.233 -0.6597
N 3.026 1.630 -0.875 0.1208
C -1.597 4.621 -4.183 -0.6441
H -0.813 0.057 -4.006 0.4961
H -2.098 5.408 -2.249 0.4258
C -2.286 -0.757 2.425 -0.7621
C -2.351 -1.668 0.261 -0.6967
N -1.449 0.005 -1.984 1.0612
C 2.545 -1.638 -1.529 -2.1252
C 0.592 -2.061 2.548 0.7046
H -3.360 -0.147 4.683 0.4027
H -4.547 -1.525 1.521 0.2902
H 0.007 0.703 2.388 -0.2596
H 3.075 0.982 -0.061 -0.3447
H -5.078 -2.051 3.125 0.3453
H 6.649 -1.295 3.405 0.3705
C 0.553 3.418 -2.892 0.1509
C 0.257 -3.583 2.485 0.4794
C -2.654 -2.494 4.160 -1.4143
Ti -0.356 -0.781 -0.106 0.3236
H -1.965 1.823 -0.169 -0.1055
N 4.510 0.720 2.164 0.2481
```


3 unconnected molecules or ions with the total composition C30H56IN6O6 at a distorted geometry, computed with the ωB97M-V functional and the def2-TZVPD basis.

Summary:
**HOMO-LUMO gap**: 7.41 eV
**Charge**: +1
**HOMO level**: -10.349 eV

Structure (XYZ):
```
99
Properties=species:S:1:pos:R:3:mulliken_charge:R:1
H -4.413 4.227 2.265 0.3764
C -1.754 -3.822 -2.365 -0.4039
C -0.200 0.513 1.142 -0.2752
C 2.219 -0.865 2.933 0.7430
H -4.955 4.827 -0.160 0.4123
H -2.498 5.228 3.191 0.2144
C 3.561 4.503 3.958 -0.6265
H 3.371 -2.971 -1.786 0.5714
H 1.041 6.576 3.128 0.3101
O -3.467 0.988 -0.521 -0.5075
C -1.241 1.547 0.491 0.2088
H 1.102 0.440 4.343 0.3054
H 0.722 -6.805 -4.800 0.2381
H 0.024 -7.588 -7.733 0.3404
O 0.781 -0.024 0.237 -0.3345
H 3.357 -0.247 0.348 0.2356
C 0.843 5.501 5.073 -0.9905
C -1.395 -2.338 -2.605 -0.6716
H -1.728 -8.096 -4.578 0.3141
C -4.667 6.345 2.087 -0.8108
H -1.013 1.811 -0.597 0.1978
C -0.644 -4.728 -1.752 -0.5060
H 1.872 -4.009 3.885 0.3712
H -2.211 -1.661 -3.055 0.3499
H 2.286 -0.328 -2.700 0.4192
C -3.914 5.046 1.735 0.3112
N 2.304 2.479 2.999 0.2383
N 1.892 2.160 0.579 -0.1869
C 1.454 5.600 3.591 0.3616
C 1.628 0.985 -0.313 -0.0305
C -1.689 -6.090 -6.228 -0.8430
C 0.005 -1.736 -2.292 -0.1901
C 0.353 -5.801 -5.020 -0.4703
O -3.968 7.539 1.750 -0.3944
H 0.215 -0.621 -2.491 0.0486
H 0.716 -5.139 -4.231 -0.0071
O -1.065 -5.784 -4.985 -0.1746
H 1.195 -2.442 4.554 0.3069
N -2.300 -8.352 -5.384 -0.7418
O 2.896 5.714 3.543 -0.4207
H -2.707 -5.692 -6.150 0.3194
H -3.291 7.459 -0.202 0.2246
H -2.111 5.961 1.819 0.2865
C -2.752 0.950 0.516 0.0291
H -3.652 3.663 0.092 -0.0470
H -1.207 -5.543 -7.048 0.4199
H -2.503 -7.714 -7.362 0.4281
H 3.893 -2.959 3.402 0.4264
C 2.606 -2.213 -1.364 -0.1503
H 1.297 6.277 5.782 0.3026
H 4.419 2.850 2.628 0.3745
C -3.948 4.704 0.248 -1.0578
H -0.027 -0.706 3.478 0.6604
C 3.048 0.277 -0.621 -0.9244
N 2.011 -2.272 2.496 0.3469
H -5.677 6.354 1.659 0.4295
C 1.302 -3.060 3.581 -0.9089
O 3.405 -0.451 3.012 -0.6221
H 0.747 -5.450 -5.978 0.3309
N -2.514 5.096 2.181 -0.4611
C 1.112 -2.662 -1.706 0.9110
H -3.940 9.006 0.334 0.2589
C 3.361 -2.955 2.380 -1.1803
N 0.524 1.031 2.338 0.4772
H 1.568 -4.833 -0.957 0.2679
C 2.978 -0.741 -1.894 -0.9216
H 4.049 -0.732 -2.332 0.3616
C -1.791 -7.598 -6.536 0.3518
H -3.225 -7.997 -5.144 0.2704
H -4.794 6.377 3.174 0.3755
C 3.428 3.436 2.761 -0.5171
H -1.278 2.486 1.153 0.0745
H 2.746 -2.225 -0.231 -0.3972
H 0.220 -8.386 -6.164 0.2799
C -0.473 -8.219 -6.990 -1.3700
H -0.285 5.678 5.049 0.3070
I -3.688 0.089 2.289 0.0222
H -0.828 -0.391 1.498 0.3605
H -5.064 7.682 -0.027 0.3021
H 3.879 1.033 -0.892 0.4990
H 3.204 -4.044 2.022 0.3790
H 4.015 -2.464 1.572 0.3389
H -0.654 -9.194 -7.453 0.3446
H 0.995 4.450 5.536 0.1942
C 1.637 1.913 1.980 -0.2200
H -3.263 5.318 -0.341 0.2474
H -0.814 -5.843 -1.540 0.3260
C -4.083 7.924 0.389 -0.6368
H 0.217 -3.311 3.270 0.2750
H 1.242 1.348 -1.344 0.3446
H 3.130 4.014 4.897 0.2800
C 0.901 -0.038 3.307 -1.4200
C 0.758 -4.166 -1.418 -0.5375
H 3.290 4.012 1.768 0.3434
H 4.690 4.709 4.091 0.3542
H 2.859 2.445 0.375 0.4540
H 1.014 4.750 2.966 -0.1529
H 2.067 2.301 3.993 0.2606
H -2.756 -4.316 -2.579 0.3952
```


2 unconnected molecules or ions with the total composition C30H57N2O4PS at a distorted geometry, computed with the ωB97M-V functional and the def2-TZVPD basis.

Summary:
**HOMO-LUMO gap**: 8.97 eV
**SMILES**: C#CC[C@H]1O[C@H](CCCCCCCCCCCCCCCC)[C@@H](C(=O)[O-])[N@@H+]([PH2]=N)[C@H]1CSCC.CC(C)=O
**HOMO level**: -8.964 eV

Structure (XYZ):
```
95
Properties=species:S:1:pos:R:3:mulliken_charge:R:1
C 3.154 0.334 4.022 -1.0623
C -8.042 3.017 -2.412 -1.1680
H -1.865 5.376 1.646 0.0500
H 6.540 -4.398 -1.822 0.4813
C -2.695 5.117 4.252 0.2996
H 4.763 -5.011 -0.267 0.3972
C -3.251 3.901 3.450 -0.9941
C 4.241 -5.731 -6.507 -1.1369
O -2.711 2.364 1.625 -0.5504
C -2.208 3.004 2.817 0.2208
H 2.290 -1.683 2.641 0.2771
C -0.518 1.176 3.214 -0.9008
C -1.649 2.018 3.821 -1.1512
C 4.564 -4.035 -4.653 -0.4396
C 4.722 -3.923 -0.199 -1.0906
C 0.632 0.879 4.200 -0.6458
H 4.425 -1.526 0.503 0.3683
H 2.263 2.270 4.180 0.2750
H 3.876 -2.348 2.996 0.3544
C 3.350 -1.615 2.391 -0.5596
H 6.008 -4.512 -6.196 0.3649
H -4.805 5.079 2.865 0.6462
H -1.256 2.631 4.629 0.5833
H -7.873 4.087 -2.385 0.3254
H 4.878 -6.351 -7.128 0.3469
C 2.020 1.327 3.699 -0.7252
C -3.757 -1.379 1.312 0.0567
O -1.485 5.351 4.108 -0.6179
H -9.101 2.788 -2.393 0.3062
H 0.165 -1.819 -5.042 0.3461
H -5.768 3.118 2.425 0.4232
C 4.646 -3.367 -1.619 0.2494
H 4.665 -2.284 -1.587 0.2138
H -3.694 -2.434 1.441 0.5040
C 0.842 -1.043 -4.680 -1.2939
H 3.310 -5.519 -7.022 0.3155
H 4.705 -2.965 -4.510 0.4057
H 1.964 1.478 2.626 0.4339
C 3.861 -0.221 2.775 -0.8885
H 4.920 -0.318 3.008 0.3414
H 2.764 -0.491 4.614 0.5103
S -7.302 3.183 0.290 -0.1509
C -4.952 3.338 1.740 0.0824
H -7.664 2.657 -3.367 0.3532
C 1.354 -1.402 -3.305 0.9177
H -4.246 1.544 2.660 0.4212
H 5.653 -3.590 0.262 0.3428
H -1.376 3.621 2.495 0.7446
H 2.684 -1.562 0.348 0.0206
H -5.491 1.063 0.399 0.0467
H -7.829 1.344 -1.092 0.4523
N -4.158 4.451 2.377 -0.0494
H -2.443 1.388 4.223 0.2438
H 4.765 -5.553 -3.140 0.2982
H 3.998 -6.309 -5.617 0.2897
C -4.077 2.064 1.715 0.2603
C 5.397 -4.788 -3.592 -0.7584
H 0.303 -0.096 -4.644 0.3736
H 3.902 0.817 4.648 0.5135
H 3.707 -3.677 -2.068 0.1501
O -3.640 5.743 4.860 -0.7365
H -0.376 -2.369 -2.482 0.3443
H 0.416 1.302 5.177 0.4814
H -6.295 2.058 -1.562 0.2168
H -5.644 4.865 0.352 0.6287
H 3.784 0.477 1.945 0.4476
H 0.817 -1.831 -1.282 0.0798
P -3.201 5.510 1.253 0.8170
H 4.568 -3.633 -6.747 0.3452
C -5.588 3.781 0.424 -1.6166
H -0.239 -0.647 -2.079 0.3387
O 2.532 -1.548 -3.087 -0.4972
C -4.426 1.077 0.614 0.0811
C -7.320 2.282 -1.286 -0.3202
H 6.254 -5.263 -4.063 0.5101
H -4.432 7.233 1.854 0.2502
H 3.504 -4.227 -4.502 0.2617
H 2.635 -3.810 0.146 0.4000
H -3.901 3.317 4.097 0.5399
H -3.890 1.310 -0.306 0.4038
H -0.116 1.731 2.371 0.4404
C 3.537 -3.487 0.664 -0.6804
H 1.680 -0.952 -5.367 0.3048
C 5.847 -3.857 -2.463 -1.2669
C 3.520 -1.964 0.917 -0.4586
C 4.933 -4.416 -6.086 -0.7071
N -3.665 6.985 1.245 -0.8774
C -4.054 -0.284 1.001 -1.4221
H -3.312 4.893 -0.006 0.0742
H 6.335 -2.994 -2.908 0.4353
H -5.038 3.448 -0.451 0.5523
H -0.926 0.239 2.849 0.2644
H 0.674 -0.198 4.351 0.4437
C 0.321 -1.573 -2.215 -0.9390
H 3.590 -4.032 1.605 0.4368
```